a) The following is a DFT calculation (ωB97M-V with the def2-TZVPD basis set) of a gas-phase ion, C3H3N2O (charge +1).

Calculated values
total charge = +1
highest occupied orbital energy = -16.9 eV
HOMO-LUMO gap = 0.304 Ha
lowest unoccupied orbital energy = -8.6 eV

Positions of all 9 atoms, in Å:
O  1.44551  2.17083  -1.85734
N  0.89788  1.22266  -1.45066
C  -0.11413  1.23761  -0.18495
C  0.00910  -0.01533  0.20448
C  0.65709  -0.87465  -0.82508
N  1.06611  -0.02170  -1.76310
H  -0.32691  1.98374  0.46605
H  -0.39480  -0.32204  1.10191
H  0.66675  -1.90986  -1.03935

---

b) The following is a DFT calculation (ωB97M-V with the def2-TZVPD basis set) of a gas-phase ion, C3H3N2O (charge +1).

Calculated values
total charge = +1
highest occupied orbital energy (spin up / spin down) = -13.9 / -13.9 eV
HOMO-LUMO gap (spin up / spin down) = 0.275 / 0.276 Ha
lowest unoccupied orbital energy (spin up / spin down) = -6.4 / -6.4 eV

Positions of all 9 atoms, in Å:
C  -2.50872  0.31881  -0.04784
C  -0.30827  -0.91423  0.16813
C  1.65108  0.33111  -0.24730
N  -1.47150  -0.35073  0.11636
N  0.87418  -0.38086  0.51218
O  -3.51575  0.71296  -0.36389
H  2.67313  0.15637  -0.28295
H  1.10228  1.07281  -0.87234
H  1.50358  -0.94624  1.01765

---

c) The following is a DFT calculation (ωB97M-V with the def2-TZVPD basis set) of a gas-phase ion, C3H3N2O (charge +1).

Calculated values
total charge = +1
highest occupied orbital energy (spin up / spin down) = -15.5 / -16.1 eV
HOMO-LUMO gap (spin up / spin down) = 0.264 / 0.276 Ha
lowest unoccupied orbital energy (spin up / spin down) = -8.3 / -8.5 eV

Positions of all 9 atoms, in Å:
C  -0.80705  0.16255  -0.18002
C  0.25986  0.95686  -0.16830
C  -0.65848  -1.26300  0.11013
N  0.10214  -2.12237  -0.29477
N  1.50841  0.52860  -0.20992
O  2.65569  0.51816  0.05504
H  -1.79968  0.54340  -0.07285
H  0.09622  2.01073  -0.25561
H  -1.35710  -1.33493  1.01631

---

Of the structures shown above, c) is the least stable.